The following is a DFT calculation (the ωB97M-V functional and the def2-TZVPD basis) of 2 unconnected molecules or ions with the total composition C3H6N2O.

XYZ file:
```
12
Properties=species:S:1:pos:R:3:forces:R:3:mulliken_charge:R:1
N 1.60817 1.29703 -1.24911 -0.283 -0.491 0.010 -0.573
C 0.76026 0.40629 -1.26525 0.420 0.139 -0.581 0.843
C -0.07179 -0.60112 -1.45988 0.082 0.438 -0.268 -0.607
O -0.11666 -1.70189 -0.64377 -0.026 -0.053 0.186 -0.475
H 1.39248 2.07704 -0.62287 -0.144 -0.111 -0.116 0.303
H -0.86275 -0.48169 -2.19420 0.129 -0.038 -0.028 0.273
H -0.53019 -1.41679 0.20060 0.243 -0.402 -0.491 0.295
C -0.87500 -0.15348 1.48617 -0.116 0.684 0.490 -0.551
N -0.22461 0.81403 0.97439 -0.243 -0.236 0.681 -0.547
H -1.94285 -0.23900 1.27358 0.061 0.048 0.088 0.396
H -0.43941 -0.87949 2.17819 -0.011 -0.054 -0.096 0.348
H 0.76061 0.74768 1.24514 -0.112 0.075 0.124 0.295
```
Forces are in eV/Å.

Output
frontier orbital gap = 9.319 eV
HOMO = -8.653 eV
multiplicity = 1
total energy = -302.54424 Eh

The following is a DFT calculation (the ωB97M-V functional and the def2-TZVPD basis) of a single C3H6N2O molecule at a distorted geometry.

XYZ file:
```
12
Properties=species:S:1:pos:R:3:forces:R:3:mulliken_charge:R:1
C 0.72806 1.19718 0.86107 0.166 0.300 -1.896 -0.817
N 0.62833 0.14416 -0.12781 -0.336 -3.529 2.073 0.263
C -0.10817 -1.14558 0.27441 2.027 0.405 2.779 -0.311
O -1.14266 -1.28847 -0.61130 -0.835 -1.136 -0.604 -0.339
C -0.93338 -0.34682 -1.55429 2.054 0.581 1.053 0.002
N 0.06596 0.40729 -1.29371 -2.141 2.334 -3.573 -0.720
H 1.45976 0.90681 1.56450 0.852 -0.057 0.815 0.324
H 1.00693 2.08125 0.30086 0.528 0.216 0.077 0.314
H -0.17057 1.47420 1.34596 -1.409 -0.101 0.646 0.337
H 0.64283 -1.98606 0.35109 -0.929 0.497 -0.738 0.241
H -0.57736 -1.06737 1.25797 0.294 0.191 0.320 0.255
H -1.59973 -0.37659 -2.36876 -0.273 0.299 -0.953 0.451
```
Forces are in eV/Å.

Output
frontier orbital gap = 9.040 eV
HOMO = -8.031 eV
multiplicity = 1
total energy = -302.58198 Eh

The following is a DFT calculation (the ωB97M-V functional and the def2-TZVPD basis) of a single C3H6N2O molecule at a distorted geometry.

XYZ file:
```
12
Properties=species:S:1:pos:R:3:forces:R:3:mulliken_charge:R:1
C 0.06717 -2.15885 -0.57167 2.731 -0.726 -1.104 -0.848
C -0.24445 -0.74498 -0.70245 0.373 2.873 2.137 -0.135
N 0.26620 0.11057 0.12579 -0.527 -0.675 -0.075 -0.410
N -0.20139 1.39651 0.18022 1.895 1.072 2.338 0.099
C 0.23953 2.29226 1.20848 0.784 -0.559 0.477 0.148
O -0.21252 3.40931 1.48986 0.901 -2.995 -1.241 -0.534
H -0.15110 -2.59354 -1.58799 -0.042 -0.457 1.548 0.284
H 1.19764 -2.20256 -0.42524 -1.200 -0.154 -0.374 0.243
H -0.27823 -2.62394 0.35969 -0.681 -0.114 -0.710 0.264
H -0.95226 -0.39358 -1.41629 -0.785 0.110 -0.683 0.418
H -0.87662 1.75295 -0.41498 -1.757 0.469 -1.552 0.193
H 1.14603 1.75587 1.75459 -1.693 1.156 -0.761 0.277
```
Forces are in eV/Å.

Output
frontier orbital gap = 10.195 eV
HOMO = -9.276 eV
multiplicity = 1
total energy = -302.60284 Eh

The following is a DFT calculation (the ωB97M-V functional and the def2-TZVPD basis) of a single C3H6N2O molecule at a distorted geometry.

XYZ file:
```
12
Properties=species:S:1:pos:R:3:forces:R:3:mulliken_charge:R:1
H 0.56420 -1.90688 -0.06192 -0.305 0.368 0.430 0.281
N 1.20763 -1.45991 0.58850 1.851 0.248 -0.878 -0.702
C 1.54063 -0.27116 0.12129 0.315 -1.642 2.434 0.834
O 2.72080 0.27507 0.42437 0.420 -0.014 -0.154 -0.466
N 0.61187 0.50090 -0.43340 -2.992 -0.364 -0.311 -0.609
C -0.50457 0.17583 0.22188 0.311 2.150 -1.520 0.079
C -1.82609 0.29714 -0.45938 0.115 0.193 -0.087 -1.079
H 2.69929 1.20223 0.14935 0.011 -0.129 0.089 0.348
H -0.53267 0.13572 1.31593 0.367 -0.772 -0.292 0.410
H -1.73045 0.20057 -1.54231 0.057 -0.037 0.166 0.274
H -2.52725 -0.44577 -0.07614 -0.003 0.094 0.039 0.340
H -2.22340 1.29628 -0.24817 -0.148 -0.096 0.085 0.290
```
Forces are in eV/Å.

Output
frontier orbital gap = 9.143 eV
HOMO = -9.076 eV
multiplicity = 1
total energy = -302.59418 Eh

Question: What is the total energy in the second record?
Answer: -302.58198 Eh